Record 1
72
Properties=species:S:1:pos:R:3:forces:R:3 method="wB97M-V/def2-TZVPD" lumo_ev=3.898 charge=-2 homo_energy_ha=0.012 e_above_lowest_kj_mol=144.0
I 2.7800 2.4634 -1.4468 -0.04 -0.03 0.06
Zn 1.1802 0.5751 -0.7156 -0.06 -0.08 0.00
P -1.6717 3.7042 1.8586 0.51 0.01 0.14
O 1.9772 -2.4320 -3.5864 0.02 0.07 0.08
O 1.0168 -0.6703 -2.5523 0.01 0.12 -0.01
O 1.2551 0.4149 1.4651 0.06 0.17 0.01
O -0.8462 1.0709 -0.8138 -0.13 -0.14 0.11
O 4.9645 -4.1170 0.2745 -0.04 0.03 -0.06
O 2.4960 -0.5109 3.1082 -0.01 0.02 -0.08
N 2.1676 -1.2097 -0.3092 0.08 0.14 0.04
N -0.9154 2.2597 1.2753 -0.04 0.00 -0.04
C -1.7873 6.2818 0.8837 0.07 0.15 0.01
C 4.0235 -3.1387 0.1071 0.07 -0.08 -0.03
C -1.1727 4.4901 -0.7042 -0.06 0.04 -0.11
C 2.6809 -1.3559 0.9026 0.01 -0.04 -0.01
C 3.6294 -2.3267 1.1638 -0.13 0.08 -0.05
C -0.7859 5.2394 3.9909 0.00 0.01 0.05
C 3.4657 -2.9841 -1.1572 -0.08 0.01 0.00
C -2.1727 -0.8285 -0.3224 -0.05 -0.05 -0.03
C 1.7822 -1.6744 -2.6338 0.02 -0.12 -0.01
C -1.0766 2.8346 4.4967 -0.03 0.00 0.04
C -0.8861 5.0481 0.6947 -0.22 0.11 -0.11
C -0.6070 3.8261 3.4268 -0.04 0.06 -0.04
C 0.8862 3.5180 3.1920 0.02 -0.02 -0.02
C 0.5707 5.5031 0.7136 0.11 -0.04 -0.02
C 2.5247 -1.9851 -1.3230 0.03 -0.06 0.01
C -1.6185 1.3918 0.4454 0.01 0.02 -0.03
C -3.9343 2.4004 3.1829 -0.34 -0.28 0.00
C -1.6825 0.0931 -1.4513 0.07 0.04 -0.11
C -1.9348 -0.0065 0.9523 -0.04 -0.04 0.06
C 2.1092 -0.3890 1.9478 0.04 -0.14 0.02
C -4.1484 1.1734 4.0322 -0.04 0.00 0.08
C -4.4456 3.6104 3.9195 0.04 0.04 -0.01
C -4.7441 2.2725 1.9192 0.09 0.01 -0.05
H -0.3405 2.8444 5.3125 0.01 0.01 0.01
H -1.0925 -0.4029 -2.2157 -0.04 0.00 0.00
H -4.5006 1.3748 1.3339 0.00 -0.03 0.04
H 1.2500 4.7163 0.3814 -0.03 -0.03 -0.01
H -1.0755 -0.3632 1.5203 0.02 -0.02 -0.03
H 0.6949 6.3433 0.0173 0.00 0.01 -0.05
H 1.4889 4.0669 3.9249 0.01 -0.02 0.02
H -4.0592 3.6868 4.9446 0.04 -0.01 -0.01
H -2.8176 6.0023 1.1167 -0.02 -0.06 -0.03
H 1.2510 3.7644 2.2010 0.00 0.03 0.03
H -2.0537 3.0872 4.8981 -0.03 -0.01 -0.05
H 0.9039 5.8460 1.6937 -0.03 0.03 0.02
H 3.7435 -3.6137 -1.9896 0.01 0.00 0.00
H -0.9812 5.2604 -1.4610 0.02 0.03 0.01
H -1.8430 5.4563 4.1637 -0.01 0.00 -0.01
H -4.5978 3.1363 1.2542 0.02 0.02 0.00
H -3.8372 0.2485 3.5308 0.01 -0.01 -0.03
H -5.8468 2.2165 2.1206 -0.03 0.01 0.01
H 4.0244 -2.4229 2.1673 0.02 0.00 0.01
H -1.6163 -1.7670 -0.3196 0.02 0.02 0.03
H -5.5638 3.6110 4.0169 -0.02 -0.03 0.03
H -0.2149 1.7920 1.8376 0.07 0.09 -0.03
H -1.8035 6.8859 -0.0315 0.06 0.01 -0.01
H -1.4335 6.9309 1.6887 0.00 -0.03 0.05
H -2.2209 4.1880 -0.8097 -0.01 -0.01 0.04
H -2.7953 0.0226 1.6170 0.01 0.05 0.01
H -0.2617 5.3160 4.9509 -0.02 -0.01 0.00
H -0.5456 3.6310 -0.9365 0.03 -0.02 0.02
H -3.2292 -1.0688 -0.4544 0.01 -0.02 -0.02
H -2.5169 0.6282 -1.9184 0.00 -0.02 0.04
H -5.2264 1.0152 4.3142 -0.04 0.00 0.01
H -3.5960 1.2169 4.9808 0.01 0.02 0.00
H -2.5214 1.8911 0.0800 -0.02 -0.03 0.03
H 1.0906 2.4575 3.3443 0.01 -0.04 -0.01
H -1.1362 1.8202 4.1022 -0.02 0.00 0.00
H -0.3826 6.0078 3.3338 0.03 0.02 -0.02
H -4.1900 4.5481 3.4028 0.00 0.01 -0.04
H 5.2704 -4.0844 1.1857 0.01 -0.01 0.05

Record 2
67
Properties=species:S:1:pos:R:3:forces:R:3 method="wB97M-V/def2-TZVPD" lumo_ev=0.511 charge=0 homo_energy_ha=-0.322 e_above_lowest_kj_mol=1.2 smiles="Cc1nn(C)c(C)c1CN(C(=O)[C@H]1CCC(=O)N(C2CCCCCC2)C1)C(C)C"
O -3.7545 1.3450 1.8393 -0.38 -0.21 0.09
O 0.4226 -0.7288 0.8362 -0.03 -0.19 0.41
N 4.3272 0.2350 -3.3911 0.63 0.32 0.48
N 0.5768 -0.5166 -1.3974 -0.01 -0.22 -0.12
N 3.8193 -0.4281 -4.4294 -0.62 0.00 0.17
N -1.4862 1.2864 2.0215 0.13 -0.14 0.04
C 2.4725 -0.5321 -4.3543 -0.10 0.23 0.25
C -1.4499 0.4636 3.2330 -0.19 -0.03 0.18
C 3.4959 1.3353 -1.3610 0.03 -0.03 -0.10
C 0.7293 0.2803 -2.6041 0.11 0.08 -0.20
C -2.0073 -0.9485 2.9670 -0.20 0.04 -0.07
C 0.3333 -0.0329 -0.1594 0.01 0.67 -0.18
C -1.4580 1.6597 -0.7605 0.00 0.22 -0.07
C 4.6795 -0.9354 -5.4564 0.22 -0.15 -0.29
C -2.6459 1.6295 1.4263 0.11 0.50 -0.39
C 2.1090 -2.4098 -0.9062 -0.09 0.08 -0.14
C 3.3074 0.5756 -2.6246 -0.13 -0.20 -0.37
C -3.4631 -1.5896 4.9660 -0.25 0.17 -0.02
C -0.1154 1.4329 -0.0387 0.09 -0.15 0.34
C -0.3848 -2.7648 -1.0831 0.12 0.09 -0.11
C -2.1089 1.2319 4.3827 0.25 -0.08 0.08
C -2.1289 0.4648 5.7047 -0.27 0.17 -0.02
C -3.3907 -0.3748 5.8851 0.25 -0.25 0.07
C -2.4409 2.4093 0.1378 -0.15 -0.14 -0.07
C 1.6835 -1.2279 -5.4026 0.08 0.00 0.02
C -3.4144 -1.2557 3.4759 0.12 -0.20 0.16
C 2.0958 0.1165 -3.1895 0.09 -0.06 -0.34
C -0.2563 1.7831 1.4539 0.47 0.19 -0.29
C 0.8136 -1.9552 -1.5763 -0.03 -0.34 0.34
H -1.3016 -2.4093 -1.5498 -0.12 -0.01 -0.05
H 0.9111 -2.1073 -2.6561 -0.02 0.06 0.10
H 2.9551 -1.8443 -1.2900 0.12 0.02 -0.05
H -0.2477 -3.8124 -1.3376 -0.01 -0.13 -0.04
H 4.5924 -2.0212 -5.5339 0.04 0.04 -0.01
H -2.0631 3.4083 0.3670 0.00 0.04 0.00
H 0.5807 1.3419 1.9960 -0.13 0.11 -0.03
H 3.0576 0.7971 -0.5215 0.00 0.00 0.12
H -4.2629 0.2590 5.7098 -0.06 0.05 0.04
H 4.5579 1.4757 -1.1831 0.05 0.05 0.08
H 0.6225 -1.1805 -5.1731 -0.05 -0.03 -0.03
H -1.9802 -1.1015 1.8872 0.11 -0.04 0.04
H -0.2038 2.8743 1.5690 0.09 -0.10 -0.04
H 2.0410 -2.2624 0.1671 0.02 -0.03 0.05
H -2.6441 -2.2735 5.2062 0.01 -0.09 0.04
H -1.3184 2.2223 -1.6858 -0.01 -0.11 -0.02
H -4.3984 -2.1154 5.1766 0.04 -0.08 0.04
H 2.2733 -3.4651 -1.1081 0.06 -0.14 -0.03
H 0.5696 1.3310 -2.3736 -0.12 -0.05 -0.01
H -0.3884 0.3465 3.4713 -0.12 0.06 -0.07
H 5.6996 -0.6726 -5.1857 -0.07 -0.02 -0.03
H -1.9014 0.6963 -1.0236 0.00 0.02 -0.07
H 4.4345 -0.4903 -6.4232 0.04 -0.02 0.02
H 0.6634 2.0840 -0.4459 -0.04 -0.01 -0.04
H -4.0821 -0.4279 3.2452 -0.08 -0.04 -0.04
H -3.4081 2.5134 -0.3548 0.04 0.01 0.14
H -0.4810 -2.6743 -0.0057 -0.04 -0.04 0.05
H 1.8473 -0.7663 -6.3765 -0.07 -0.02 -0.08
H -3.1254 1.4990 4.0981 0.00 0.07 -0.01
H -0.0305 -0.0270 -3.3335 0.01 0.13 0.05
H -1.2456 -0.1730 5.7787 0.13 -0.04 0.10
H -2.0822 1.1852 6.5254 0.09 -0.04 0.01
H -1.5473 2.1624 4.5100 -0.03 0.01 -0.05
H 1.9776 -2.2756 -5.4733 -0.06 -0.08 -0.05
H -1.3174 -1.6756 3.4005 0.04 -0.07 -0.04
H -3.7740 -2.1295 2.9257 -0.04 0.04 -0.04
H -3.4388 -0.7214 6.9215 -0.08 0.04 0.02
H 3.0184 2.3129 -1.4303 -0.01 0.09 0.08